Record 1
{
  "formula": "C5H11N",
  "method": "ωB97M-V with the def2-TZVPD basis set",
  "symbols": ["C", "N", "C", "C", "C", "C", "H", "H", "H", "H", "H", "H", "H", "H", "H", "H", "H"],
  "positions_angstrom": [[-1.089, 1.358, 1.702], [-0.813, -0.019, 1.296], [-0.167, -0.239, 0.077], [0.910, -1.012, -0.036], [1.674, -1.360, -1.271], [-0.789, 0.470, -1.088], [-1.841, 1.797, 1.053], [-1.419, 1.337, 2.732], [-0.190, 1.987, 1.612], [-0.467, -0.537, 2.087], [1.347, -1.368, 0.893], [2.719, -1.091, -1.163], [1.657, -2.451, -1.428], [1.282, -0.917, -2.177], [-0.615, -0.034, -2.036], [-0.341, 1.449, -1.255], [-1.857, 0.630, -0.998]],
  "mulliken_charge": [-0.924, -0.339, 0.993, -0.524, -1.125, -1.409, 0.254, 0.367, 0.274, 0.269, 0.254, 0.288, 0.273, 0.285, 0.404, 0.280, 0.380],
  "total_energy_ha": -251.835112,
  "spin_multiplicity": 1,
  "total_charge": 0,
  "lumo_ev": 1.115,
  "gap_ev": 8.83,
  "smiles": "C/C=C(\\C)NC",
  "de_lowest_kcal_mol": 17.2,
  "molar_mass_g_mol": 85.15
}

=====

Record 2
{
  "formula": "C5H11N",
  "method": "ωB97M-V with the def2-TZVPD basis set",
  "symbols": ["C", "C", "C", "H", "H", "H", "H", "H", "H", "C", "C", "N", "H", "H", "H", "H", "H"],
  "positions_angstrom": [[1.733, 1.229, -0.062], [0.294, 1.565, 0.183], [-0.349, 1.482, 1.339], [2.178, 1.955, -0.742], [2.289, 1.205, 0.872], [1.839, 0.263, -0.572], [-0.276, 2.051, -0.610], [-1.401, 1.712, 1.424], [0.081, 1.047, 2.233], [-1.016, -2.132, 0.512], [-0.502, -1.861, -0.755], [-0.963, -0.917, -1.533], [-1.844, -1.570, 0.918], [-0.560, -2.895, 1.125], [0.347, -2.448, -1.091], [-1.537, -0.220, -1.059], [-0.312, -0.468, -2.180]],
  "mulliken_charge": [-0.955, 0.016, -0.944, 0.303, 0.340, 0.171, 0.445, 0.341, 0.306, -0.678, 0.332, -0.283, 0.302, 0.298, 0.375, 0.299, 0.331],
  "total_energy_ha": -251.513793,
  "spin_multiplicity": 2,
  "total_charge": 1,
  "lumo_ev": [-4.073, -7.735],
  "gap_ev": [9.45, 5.79],
  "de_lowest_kcal_mol": 46.0,
  "molar_mass_g_mol": 85.15
}

=====

Record 3
{
  "formula": "C5H11N2",
  "method": "ωB97M-V with the def2-TZVPD basis set",
  "symbols": ["C", "C", "C", "C", "C", "N", "N", "H", "H", "H", "H", "H", "H", "H", "H", "H", "H", "H"],
  "positions_angstrom": [[0.540, -1.192, -0.139], [-0.043, 1.053, -1.148], [0.314, 0.266, -0.016], [1.417, 0.827, 0.986], [-1.068, 0.187, 0.678], [-0.098, -1.754, -1.067], [-0.709, 0.478, -2.179], [0.114, 2.142, -1.284], [1.412, 0.217, 1.880], [1.277, 1.914, 1.171], [2.381, 0.838, 0.484], [-1.799, 1.053, 0.821], [-0.924, -0.155, 1.687], [-1.700, -0.511, 0.258], [-0.907, -0.547, -2.090], [1.104, -1.723, 0.635], [-0.177, -2.734, -1.263], [-0.876, 0.929, -3.115]],
  "mulliken_charge": [-0.119, -0.252, 1.216, -1.649, -1.537, -0.504, -0.231, 0.414, 0.418, 0.384, 0.430, 0.335, 0.399, 0.522, 0.259, 0.404, 0.221, 0.293],
  "total_energy_ha": -306.316385,
  "spin_multiplicity": 1,
  "total_charge": 1,
  "lumo_ev": -4.651,
  "gap_ev": 9.92,
  "smiles": "[H]/N=C/C(C)(C)C=[NH2+]",
  "de_lowest_kcal_mol": 42.1,
  "molar_mass_g_mol": 99.16
}

=====

Record 4
{
  "formula": "C5H11N2",
  "method": "ωB97M-V with the def2-TZVPD basis set",
  "symbols": ["C", "C", "C", "C", "C", "N", "N", "H", "H", "H", "H", "H", "H", "H", "H", "H", "H", "H"],
  "positions_angstrom": [[1.616, 2.061, -0.517], [-1.882, -1.830, 1.546], [-0.982, -0.974, 0.697], [2.402, 3.254, -0.620], [-1.224, -3.129, -0.622], [0.427, 2.034, -0.069], [-1.171, -2.110, 0.295], [-1.425, -2.189, 2.447], [-2.966, -1.736, 1.525], [1.951, 1.047, -0.769], [2.588, 3.761, 0.398], [1.904, 3.914, -1.198], [3.376, 3.163, -1.006], [-1.097, -4.060, -0.233], [-2.196, -3.378, -1.021], [-0.633, -2.839, -1.483], [0.105, 2.996, 0.228], [-0.791, 0.015, 0.404]],
  "mulliken_charge": [0.267, -0.518, 0.056, -1.271, -0.743, -0.537, 0.155, 0.263, 0.276, 0.335, 0.300, 0.388, 0.339, 0.352, 0.384, 0.320, 0.195, 0.440],
  "total_energy_ha": -306.223820,
  "spin_multiplicity": 1,
  "total_charge": 1,
  "lumo_ev": -4.729,
  "gap_ev": 8.73,
  "de_lowest_kcal_mol": 100.2,
  "molar_mass_g_mol": 99.16
}

=====

Record 5
{
  "formula": "C5H11N2",
  "method": "ωB97M-V with the def2-TZVPD basis set",
  "symbols": ["C", "C", "C", "C", "C", "N", "N", "H", "H", "H", "H", "H", "H", "H", "H", "H", "H", "H"],
  "positions_angstrom": [[-1.321, -1.736, 0.189], [2.215, -1.785, 1.136], [-0.769, 1.732, 0.568], [0.384, 1.815, -1.645], [-0.821, 1.649, -0.709], [-0.129, -1.702, 0.983], [1.022, -1.695, 0.887], [-1.513, -0.716, -0.221], [-1.309, -2.497, -0.652], [2.762, -0.945, 1.662], [2.645, -2.692, 1.351], [-1.540, 1.581, 1.295], [0.114, 2.154, 1.039], [-2.107, -2.104, 0.789], [0.222, 2.873, -1.999], [0.599, 1.016, -2.407], [1.216, 1.725, -1.045], [-1.670, 1.327, -1.220]],
  "mulliken_charge": [-0.327, -0.283, -0.867, -1.022, -0.135, -0.171, 0.443, 0.083, 0.338, 0.285, 0.322, 0.354, 0.268, 0.278, 0.290, 0.297, 0.334, 0.511],
  "total_energy_ha": -306.180574,
  "spin_multiplicity": 1,
  "total_charge": 1,
  "lumo_ev": -5.712,
  "gap_ev": 7.64,
  "de_lowest_kcal_mol": 127.3,
  "molar_mass_g_mol": 99.16
}

=====

Record 6
{
  "formula": "C5H11N2",
  "method": "ωB97M-V with the def2-TZVPD basis set",
  "symbols": ["C", "C", "C", "C", "C", "N", "N", "H", "H", "H", "H", "H", "H", "H", "H", "H", "H", "H"],
  "positions_angstrom": [[2.779, 0.118, -0.893], [-0.316, 0.216, -0.742], [-1.271, 0.089, 0.205], [-2.323, -0.540, -0.656], [-1.301, -0.081, 1.696], [3.771, -0.194, -0.217], [1.227, 0.700, -0.249], [3.035, 0.010, -1.866], [-2.061, -1.213, -1.501], [-2.874, 0.226, -1.202], [-2.976, -1.129, 0.022], [-0.531, 0.621, 2.088], [-1.029, -1.215, 2.045], [-2.244, 0.131, 2.171], [4.071, -0.071, 0.693], [-0.202, 0.330, -1.949], [1.106, 1.673, -0.421], [1.137, 0.329, 0.775]],
  "mulliken_charge": [-0.041, -0.349, 0.959, -1.330, -1.402, -0.317, -0.399, 0.456, 0.354, 0.348, 0.364, 0.426, 0.292, 0.402, 0.252, 0.279, 0.355, 0.350],
  "total_energy_ha": -306.190073,
  "spin_multiplicity": 1,
  "total_charge": 1,
  "lumo_ev": -3.496,
  "gap_ev": 10.38,
  "smiles": "[H]/N=C\\[NH2+]C=C(C)C",
  "de_lowest_kcal_mol": 121.4,
  "molar_mass_g_mol": 99.16
}

=====

Record 7
{
  "formula": "C5H11N2",
  "method": "ωB97M-V with the def2-TZVPD basis set",
  "symbols": ["C", "C", "C", "C", "N", "C", "N", "H", "H", "H", "H", "H", "H", "H", "H", "H", "H", "H"],
  "positions_angstrom": [[-1.868, -0.308, 0.196], [-1.302, -0.032, -1.171], [0.050, -0.600, -1.524], [1.157, -0.523, -0.802], [1.222, 0.150, 0.431], [2.354, 0.418, 0.910], [-1.075, 0.456, 1.263], [-2.908, -0.012, 0.226], [-1.713, -1.344, 0.488], [-1.982, -0.478, -1.906], [-1.428, 0.961, -1.519], [0.164, -1.062, -2.471], [2.053, -0.904, -1.268], [3.252, 0.091, 0.493], [2.465, 1.011, 1.816], [-0.082, 0.486, 0.987], [-1.147, 0.044, 2.207], [-1.413, 1.434, 1.335]],
  "mulliken_charge": [-0.590, -0.704, -0.340, -0.313, -0.352, -0.248, -0.212, 0.370, 0.337, 0.399, 0.357, 0.390, 0.342, 0.258, 0.233, 0.308, 0.369, 0.397],
  "total_energy_ha": -306.339769,
  "spin_multiplicity": 1,
  "total_charge": 1,
  "lumo_ev": -3.468,
  "gap_ev": 10.09,
  "smiles": "C=N/C=C\\CC[NH3+]",
  "de_lowest_kcal_mol": 27.4,
  "molar_mass_g_mol": 99.16
}

=====

Record 8
{
  "formula": "C5H11N2",
  "method": "ωB97M-V with the def2-TZVPD basis set",
  "symbols": ["C", "C", "C", "C", "C", "N", "N", "H", "H", "H", "H", "H", "H", "H", "H", "H", "H", "H"],
  "positions_angstrom": [[0.076, -1.087, 0.555], [0.744, -2.393, 2.423], [-0.274, 0.464, 0.417], [0.874, 1.952, -1.134], [-1.182, 0.979, -1.849], [-0.196, -1.790, 1.866], [-0.122, 1.201, -0.913], [-0.546, -1.634, -0.158], [1.132, -1.217, 0.277], [1.777, -2.425, 2.066], [0.502, -2.948, 3.315], [-1.321, 0.566, 0.705], [0.339, 0.997, 1.143], [0.965, 2.496, -2.065], [1.651, 2.089, -0.395], [-1.390, -0.088, -1.932], [-2.093, 1.460, -1.490], [-0.933, 1.380, -2.828]],
  "mulliken_charge": [-0.347, -0.229, -0.779, 0.037, -0.782, -0.376, 0.191, 0.259, 0.389, 0.234, 0.277, 0.345, 0.326, 0.244, 0.245, 0.303, 0.349, 0.313],
  "total_energy_ha": -306.306618,
  "spin_multiplicity": 1,
  "total_charge": 1,
  "lumo_ev": -4.923,
  "gap_ev": 8.37,
  "smiles": "C=NCC[N+](=C)C",
  "de_lowest_kcal_mol": 48.2,
  "molar_mass_g_mol": 99.16
}

=====

Record 9
{
  "formula": "C5H11N2",
  "method": "ωB97M-V with the def2-TZVPD basis set",
  "symbols": ["C", "C", "C", "C", "C", "N", "N", "H", "H", "H", "H", "H", "H", "H", "H", "H", "H", "H"],
  "positions_angstrom": [[0.175, -0.882, 0.169], [0.701, 0.524, 0.136], [-0.350, -1.350, -0.982], [-0.071, 1.687, 0.516], [-1.163, -2.620, -0.946], [-0.149, 2.859, -0.197], [1.249, 1.316, 1.214], [0.013, -1.312, 1.151], [1.425, 0.565, -0.677], [-0.215, -0.730, -1.823], [-0.951, 1.374, 1.050], [-0.515, -3.244, -0.429], [-1.411, -2.800, -2.029], [-2.071, -2.426, -0.447], [0.464, 3.075, -0.955], [-0.585, 3.588, 0.309], [1.263, 0.908, 2.262], [1.919, 2.068, 1.044]],
  "mulliken_charge": [-0.686, -0.097, -0.112, 0.091, -1.135, -0.430, -0.298, 0.324, 0.389, 0.416, 0.436, 0.375, 0.302, 0.324, 0.227, 0.222, 0.353, 0.299],
  "total_energy_ha": -306.294181,
  "spin_multiplicity": 1,
  "total_charge": 1,
  "lumo_ev": -3.186,
  "gap_ev": 10.22,
  "smiles": "C/C=C/[C@@H]1[NH2+][C@H]1N",
  "de_lowest_kcal_mol": 56.0,
  "molar_mass_g_mol": 99.16
}

=====

Record 10
{
  "formula": "C5H11N2",
  "method": "ωB97M-V with the def2-TZVPD basis set",
  "symbols": ["C", "C", "C", "C", "C", "N", "N", "H", "H", "H", "H", "H", "H", "H", "H", "H", "H", "H"],
  "positions_angstrom": [[-1.395, -0.231, 2.006], [-0.663, -0.856, 0.999], [-0.388, -0.408, -2.211], [0.825, -0.026, -1.366], [0.228, 0.715, -0.218], [-0.246, -0.790, 2.451], [1.145, 1.187, 0.673], [-2.316, 0.216, 2.481], [-1.006, -1.813, 0.827], [-1.164, -0.792, -1.479], [-0.067, -1.164, -2.869], [-0.800, 0.460, -2.575], [1.268, -0.824, -0.890], [1.495, 0.502, -2.024], [-0.659, 1.284, -0.329], [0.991, 1.986, 1.298], [2.085, 0.851, 0.605], [0.667, -0.297, 2.622]],
  "mulliken_charge": [0.034, -0.343, -1.203, -0.483, -0.235, -0.382, -0.418, 0.358, 0.502, 0.251, 0.356, 0.413, 0.459, 0.414, 0.499, 0.254, 0.225, 0.300],
  "total_energy_ha": -306.185403,
  "spin_multiplicity": 1,
  "total_charge": 1,
  "lumo_ev": -5.431,
  "gap_ev": 8.31,
  "de_lowest_kcal_mol": 124.3,
  "molar_mass_g_mol": 99.16
}